{
  "formula": "C16H17NO6S",
  "method": "ωB97M-V/def2-TZVPD",
  "energy_ha": -1524.22906,
  "e_homo_ha": -0.3001,
  "homo_lumo_gap_ev": 8.7,
  "smiles": "COc1ccc(S(=O)(=O)Nc2ccc3c(c2)OCCO3)cc1OC",
  "lumo_energy_ev": 0.57,
  "elements": ["C", "O", "C", "C", "C", "C", "S", "O", "O", "N", "C", "C", "C", "C", "C", "C", "O", "C", "C", "O", "C", "C", "O", "C", "H", "H", "H", "H", "H", "H", "H", "H", "H", "H", "H", "H", "H", "H", "H", "H", "H"],
  "coordinates": [[-0.42870, 4.32338, 0.48171], [-1.21416, 3.39884, 1.20500], [-1.55919, 2.19485, 0.68745], [-2.49821, 1.50011, 1.45153], [-2.94813, 0.24579, 1.08966], [-2.47550, -0.30575, -0.08086], [-2.90170, -1.98371, -0.50625], [-2.52619, -2.24635, -1.86099], [-4.23090, -2.30430, -0.08228], [-1.89670, -2.86534, 0.53089], [-0.57882, -2.44673, 0.70787], [-0.00914, -2.34653, 1.97490], [1.28183, -1.87997, 2.12009], [2.02346, -1.49001, 1.01322], [1.46729, -1.62814, -0.26149], [0.17667, -2.11250, -0.40796], [2.16023, -1.28237, -1.39702], [3.54770, -1.14435, -1.17810], [3.79709, -0.31325, 0.07977], [3.28338, -0.97712, 1.21172], [-1.55696, 0.35831, -0.86924], [-1.06494, 1.60274, -0.49687], [-0.11052, 2.26305, -1.21574], [0.40273, 1.64916, -2.37931], [-0.86783, 4.54913, -0.49167], [-0.42088, 5.22447, 1.09463], [0.59346, 3.96712, 0.34415], [-2.85259, 1.98166, 2.34867], [-3.66910, -0.29075, 1.68384], [-2.38334, -3.10593, 1.38098], [-0.58035, -2.63009, 2.84562], [1.73376, -1.78904, 3.09449], [-0.23711, -2.23594, -1.39408], [3.95471, -0.65718, -2.06530], [4.00770, -2.13375, -1.05539], [4.86425, -0.17461, 0.25907], [3.31156, 0.66656, -0.03347], [-1.24380, -0.12118, -1.77950], [1.15020, 2.34409, -2.76007], [-0.37569, 1.50741, -3.13397], [0.87444, 0.68821, -2.15571]],
  "nbo_charge": [-0.241, -0.489, 0.287, -0.229, -0.201, -0.372, 2.317, -0.931, -0.935, -0.836, 0.139, -0.245, -0.221, 0.190, 0.298, -0.313, -0.504, -0.097, -0.095, -0.483, -0.205, 0.219, -0.507, -0.261, 0.183, 0.191, 0.186, 0.231, 0.237, 0.411, 0.212, 0.229, 0.253, 0.201, 0.183, 0.203, 0.176, 0.243, 0.198, 0.181, 0.195]
}